Entry 1:
{
  "formula": "C30H20F6N5O12STl",
  "method": "ωB97M-V with the def2-TZVPD basis set",
  "symbols": ["Tl", "O", "C", "O", "C", "C", "C", "C", "C", "C", "O", "N", "O", "O", "N", "O", "O", "H", "H", "F", "C", "C", "C", "C", "O", "C", "C", "N", "C", "C", "C", "C", "C", "C", "N", "C", "C", "N", "C", "C", "C", "O", "O", "H", "H", "H", "H", "H", "H", "H", "H", "H", "H", "H", "H", "H", "H", "H", "H", "H", "H", "F", "C", "C", "F", "C", "F", "C", "S", "C", "F", "C", "F", "O", "O"],
  "positions_angstrom": [[-18.086320, 14.015141, -2.108070], [-19.900511, 11.464993, -5.093439], [-20.021860, 11.726600, -3.940629], [-20.336181, 12.937996, -3.360959], [-20.028985, 10.701367, -2.848847], [-20.991372, 9.757570, -2.926194], [-21.032051, 8.796763, -1.930561], [-20.122729, 8.802952, -0.862583], [-19.149054, 9.780162, -0.898591], [-19.093243, 10.854452, -1.799362], [-18.298388, 11.818427, -1.688264], [-18.199493, 9.720901, 0.245631], [-17.077692, 10.232651, 0.156728], [-18.605574, 9.169001, 1.278800], [-22.122346, 7.848562, -1.849893], [-22.095121, 7.050057, -0.910022], [-22.987881, 7.902897, -2.679187], [-21.741354, 9.790660, -3.695154], [-20.311847, 8.009264, -0.140675], [-12.638137, 17.929779, 0.362105], [-13.859181, 17.800378, 0.956153], [-14.783533, 16.964108, 0.353800], [-16.038325, 16.783452, 0.921903], [-17.123175, 16.130498, 0.192381], [-17.032593, 15.990259, -1.047770], [-18.350192, 15.901970, 0.962800], [-18.377579, 16.343691, 2.263831], [-17.411875, 17.080169, 2.844078], [-17.567228, 17.675524, 4.171558], [-18.105245, 16.819291, 5.265610], [-16.651942, 17.224631, 5.302165], [-16.283592, 17.357669, 2.128800], [-15.395420, 18.325159, 2.716435], [-14.126236, 18.483457, 2.144509], [-13.237481, 19.497330, 2.584931], [-13.760248, 20.451234, 3.532680], [-13.783536, 19.947532, 5.007489], [-13.418438, 18.488990, 5.014119], [-12.056016, 18.263420, 4.438317], [-11.921093, 19.029173, 3.097526], [-19.564665, 15.090930, 0.566180], [-20.622849, 15.349446, 1.139922], [-19.436053, 14.192203, -0.336792], [-14.562156, 16.407533, -0.546503], [-19.219047, 16.065650, 2.882261], [-17.860787, 18.724651, 4.183249], [-18.323490, 15.788444, 5.081496], [-18.781644, 17.263622, 5.997429], [-15.884125, 16.492217, 5.127999], [-16.342260, 17.967651, 6.053079], [-15.653499, 18.823634, 3.631784], [-14.723129, 20.824133, 3.249466], [-13.141104, 21.342025, 3.438644], [-14.714896, 20.021112, 5.600437], [-12.993068, 20.416384, 5.666620], [-14.097153, 18.052087, 4.404477], [-13.451233, 18.070081, 5.920330], [-11.860870, 17.170001, 4.394131], [-11.310503, 18.631441, 5.170757], [-11.330752, 18.505275, 2.399702], [-11.370363, 19.932686, 3.311560], [-12.048147, 11.222992, 0.132761], [-12.958364, 11.743186, -0.668369], [-14.157401, 12.143652, -0.130846], [-14.328398, 12.032546, 1.157928], [-15.103778, 12.703026, -0.966251], [-16.201772, 13.155354, -0.402146], [-14.891835, 12.949813, -2.295603], [-16.012868, 13.864966, -3.370251], [-13.615464, 12.579011, -2.796000], [-13.213982, 12.882470, -4.052351], [-12.693893, 11.984147, -1.992078], [-11.472699, 11.620363, -2.474529], [-19.642743, 15.025706, -3.184009], [-20.059154, 14.136011, -4.220346]],
  "forces_ev_per_a": [[-0.9, -0.1, 0.2], [0.2, 0.6, -0.5], [-0.7, 0.1, 0.7], [0.3, -0.2, -1.2], [0.3, 1.7, -1.0], [-0.4, -0.8, 0.4], [0.3, 0.0, 1.1], [-1.0, -0.1, -1.7], [0.8, -1.1, 2.2], [-0.5, -0.7, -0.2], [0.9, 0.6, 0.0], [0.5, 0.4, 1.1], [-1.4, -0.7, -0.2], [0.5, 0.5, -1.2], [0.8, -0.4, 1.2], [-0.3, 0.2, -0.6], [-0.8, -0.1, -0.7], [0.0, -0.1, -0.3], [0.7, 0.5, 0.1], [-0.5, 0.2, 0.5], [0.2, -1.3, -1.0], [0.8, 0.4, 0.2], [0.2, -0.3, -0.8], [-1.5, 0.3, -1.1], [0.2, -0.3, 1.3], [1.2, 0.0, 1.1], [-0.6, -0.8, -0.9], [0.0, 0.6, 0.9], [-0.2, -0.6, -0.1], [0.0, 0.4, 0.7], [-0.2, 0.7, 0.3], [0.5, 2.1, 2.5], [1.0, -1.6, -1.3], [-1.1, 0.9, -0.2], [0.9, -0.9, 0.7], [0.2, 0.6, 0.3], [1.1, 0.2, 1.7], [0.8, 0.7, -0.9], [1.0, -0.6, 0.3], [-1.1, 1.0, 0.9], [-1.2, 0.1, -0.6], [0.8, -0.2, 0.1], [0.7, 0.0, -0.1], [0.1, 0.3, -0.2], [-0.2, 0.2, -0.1], [0.0, -0.2, -0.2], [0.0, -0.4, -0.3], [0.2, 0.0, -0.3], [-0.1, -0.4, -0.3], [-0.3, -0.2, -0.4], [-0.3, 0.2, -0.1], [-0.7, -0.2, -0.3], [0.3, 0.0, 0.4], [0.2, 0.2, -0.8], [-0.8, -0.2, -0.9], [-0.5, -0.8, -0.3], [-0.3, -0.2, 0.8], [-0.5, 0.6, -0.3], [-0.5, 0.0, -0.3], [0.2, -0.9, -1.0], [0.2, 0.4, 0.0], [0.6, -0.4, 0.3], [-0.4, 0.3, 0.3], [0.4, -0.1, -1.2], [-0.5, -0.1, 1.3], [0.4, 0.0, 0.2], [-1.1, 0.3, 0.9], [0.7, 0.4, -1.7], [0.9, -0.6, 0.3], [-0.9, 0.7, -0.6], [-0.6, -0.2, 0.6], [1.6, -0.8, -0.4], [-0.8, 0.3, 0.2], [-0.2, -0.1, -1.3], [0.3, -0.3, 1.9]],
  "mulliken_charge": [1.841, -0.533, 0.034, -0.218, 0.687, -0.495, -0.306, -0.444, -0.478, 0.699, -0.417, 0.889, -0.539, -0.609, 1.020, -0.658, -0.634, 0.553, 0.598, -0.345, 0.174, -0.797, 0.166, 1.391, -0.958, 0.233, -0.585, 0.257, -0.200, -1.003, -0.294, -1.306, -0.146, -0.083, -0.090, -0.770, -0.526, 0.127, -0.546, -0.784, -0.020, -0.721, -0.544, 0.738, 0.600, 0.310, 0.335, 0.292, 0.242, 0.197, 1.181, 0.414, 0.510, 0.363, 0.363, -0.072, 0.434, 0.408, 0.387, 0.369, 0.431, -0.304, 0.499, -0.053, -0.323, -0.028, -0.228, 0.588, -0.318, 0.023, -0.320, 0.329, -0.312, -0.590, -0.085],
  "lumo_ev": -1.9912,
  "multiplicity": 1,
  "homo_energy_ev": -7.69
}

---

Entry 2:
{
  "formula": "C30H20N4O2PV",
  "method": "ωB97M-V with the def2-TZVPD basis set",
  "symbols": ["V", "O", "C", "O", "C", "C", "C", "C", "C", "C", "C", "C", "C", "N", "H", "H", "H", "H", "H", "H", "C", "C", "C", "C", "C", "C", "P", "C", "C", "C", "C", "C", "C", "C", "C", "C", "C", "C", "C", "H", "H", "H", "H", "H", "H", "H", "H", "H", "H", "H", "H", "H", "H", "N", "C", "N", "C", "N"],
  "positions_angstrom": [[0.237233, -0.642781, -0.832552], [3.336133, -1.001381, -0.660952], [2.312333, -1.434281, -1.131152], [1.505933, -0.750281, -1.881152], [1.764733, -2.805281, -0.833652], [2.516633, -3.981881, -0.865452], [1.866633, -5.167381, -0.624552], [0.486633, -5.159281, -0.345852], [-0.256067, -6.346981, -0.176452], [-1.599067, -6.298481, 0.073848], [-2.248567, -5.062281, 0.225148], [-1.557467, -3.886981, 0.088248], [-0.190167, -3.901181, -0.258552], [0.475833, -2.747281, -0.519352], [3.566333, -3.929381, -1.107352], [2.401833, -6.104181, -0.651952], [0.256633, -7.291481, -0.266552], [-2.162267, -7.212581, 0.172948], [-3.302967, -5.048781, 0.453848], [-2.052667, -2.933481, 0.232748], [1.881233, 1.235819, 4.209948], [0.605633, 1.730019, 3.984948], [0.127333, 1.862119, 2.691948], [0.935333, 1.496419, 1.617648], [2.217733, 0.988019, 1.845848], [2.686033, 0.864319, 3.142448], [0.395633, 1.643319, -0.110852], [1.171233, 3.139719, -0.776552], [0.913133, 3.422619, -2.117452], [1.424033, 4.575619, -2.681652], [2.197233, 5.436719, -1.916352], [2.447233, 5.155119, -0.583652], [1.936633, 4.006719, -0.002752], [-1.364167, 2.077119, -0.025952], [-1.909767, 3.342619, 0.125948], [-3.286767, 3.494919, 0.078748], [-4.109867, 2.391219, -0.089852], [-3.579467, 1.119819, -0.245652], [-2.199967, 0.970919, -0.233052], [2.247733, 1.137119, 5.220848], [-0.016967, 2.021819, 4.818048], [-0.866367, 2.252419, 2.518648], [2.847133, 0.710419, 1.006148], [3.681633, 0.485519, 3.320648], [0.312433, 2.731719, -2.702352], [1.223433, 4.803019, -3.716452], [2.609333, 6.327919, -2.363352], [3.043233, 5.832019, 0.008848], [2.126933, 3.792219, 1.039148], [-1.258067, 4.193219, 0.264548], [-3.720567, 4.478619, 0.162348], [-5.179167, 2.523219, -0.123152], [-4.221167, 0.261919, -0.381052], [-1.515967, -0.218281, -0.506452], [-1.607767, -1.029181, -1.491452], [-2.226767, -1.723081, -2.299352], [-3.244567, -2.521481, -2.359652], [-4.080567, -3.306681, -2.420952]],
  "forces_ev_per_a": [[-4.0, -1.1, 3.8], [-0.3, -0.3, -0.2], [3.6, -1.6, 1.0], [3.1, 1.2, -5.4], [0.1, -0.5, 0.3], [0.0, 0.1, 0.0], [-0.1, 0.4, 0.0], [-0.1, 0.5, -0.1], [-0.2, 0.0, 0.0], [0.4, -0.2, 0.0], [0.1, 0.4, 0.0], [-0.1, 0.1, 0.0], [-0.2, -0.7, 0.2], [0.6, 0.4, -0.2], [0.1, 0.0, 0.0], [0.0, -0.1, -0.1], [0.1, -0.1, 0.0], [-0.1, -0.1, 0.0], [-0.1, 0.1, 0.0], [0.0, -0.1, 0.0], [0.0, 0.0, 0.0], [0.0, 0.0, 0.0], [0.0, 0.0, -0.1], [0.0, -0.1, -0.1], [-0.1, 0.0, -0.1], [0.1, 0.0, 0.0], [-0.2, 1.5, 0.9], [0.1, -0.3, -0.1], [0.0, -0.1, 0.1], [0.0, 0.0, -0.1], [0.0, 0.0, 0.0], [0.1, 0.1, 0.0], [-0.1, -0.2, 0.0], [-0.1, -0.5, -0.2], [0.1, -0.2, 0.0], [0.0, 0.0, 0.0], [0.0, 0.0, 0.0], [0.2, -0.2, 0.0], [-0.5, 1.4, 0.3], [0.0, 0.0, 0.1], [0.0, 0.0, 0.0], [0.0, 0.0, 0.0], [0.0, 0.0, 0.1], [0.1, 0.0, 0.0], [0.0, 0.1, -0.1], [0.0, 0.0, -0.1], [0.0, 0.1, 0.0], [0.1, 0.1, 0.0], [0.0, 0.0, 0.1], [0.0, 0.1, 0.0], [0.0, 0.1, 0.1], [-0.1, 0.0, 0.0], [-0.1, -0.1, -0.1], [-2.2, 1.0, 0.7], [0.4, -0.7, -0.4], [0.8, 0.0, -0.7], [-0.4, 0.3, 0.3], [-0.7, -0.6, -0.1]],
  "lowdin_spin": [1.078, -0.001, 0.010, 0.003, 0.012, -0.001, 0.009, -0.001, 0.002, -0.001, 0.002, 0.000, 0.001, 0.001, 0.000, 0.000, 0.000, 0.000, 0.000, 0.000, 0.001, 0.000, 0.001, 0.002, 0.003, 0.000, 0.000, -0.001, 0.000, 0.000, -0.001, 0.000, -0.001, 0.000, 0.001, -0.003, 0.001, -0.004, 0.000, 0.000, 0.000, 0.000, 0.000, 0.000, 0.001, 0.000, 0.000, 0.000, 0.000, 0.000, 0.000, 0.000, 0.000, -0.020, -0.052, -0.026, -0.005, -0.010],
  "charge": 1,
  "lumo_ev": [-4.3062, -4.1035],
  "multiplicity": 2,
  "homo_energy_ev": [-11.57, -11.28]
}

---

The records above yield relative energy (zero: lowest compared OMol25 entry of this formula, charge and spin) values of 192.3, 66.6 kJ/mol, respectively.
The records above yield electronic energy values of -95273.13990, -76458.76391 eV, respectively.